This record from the Open Molecules 2025 dataset describes a molecular structure, C24H37Cl2FN3OOsS2. The level of theory is the ωB97M-V functional and the def2-TZVPD basis.

```
71
Properties=species:S:1:pos:R:3
Os 0.066 -0.108 -0.868
C -2.201 2.045 2.824
C -0.784 1.470 2.947
C -0.098 2.070 4.179
C -0.828 -0.046 2.998
C -1.623 -0.640 3.978
C -1.784 -2.008 4.047
C -1.154 -2.822 3.116
C -0.346 -2.294 2.114
C 0.331 -3.276 1.175
C -0.309 -3.257 -0.210
C 1.855 -3.198 1.161
C -0.180 -0.893 2.076
N 0.666 -0.266 1.101
C 1.717 0.441 1.582
C 2.372 0.092 2.797
C 3.475 0.795 3.221
C 3.950 1.885 2.487
C 3.321 2.282 1.298
C 2.248 1.557 0.877
F 1.571 1.941 -0.257
H -2.153 3.096 2.550
H -2.730 1.986 3.773
H -2.800 1.515 2.083
H -0.223 1.784 2.058
H -0.598 1.750 5.093
H -0.153 3.157 4.139
H 0.950 1.786 4.256
H -2.122 -0.013 4.700
H -2.394 -2.446 4.823
H -1.271 -3.895 3.186
H 0.093 -4.268 1.574
H -0.234 -2.249 -0.702
H -1.374 -3.485 -0.149
H 0.157 -3.954 -0.904
H 2.239 -2.249 0.790
H 2.262 -3.997 0.542
H 2.248 -3.346 2.166
H 2.014 -0.765 3.347
H 3.984 0.497 4.126
H 4.811 2.437 2.835
H 3.658 3.141 0.737
N -3.298 -1.038 -0.506
C -3.264 0.280 -0.506
N -4.371 0.995 -0.576
S -1.772 1.190 -0.351
H -4.169 -1.551 -0.575
H -2.451 -1.574 -0.368
H -5.289 0.571 -0.584
H -4.333 2.005 -0.576
C -1.143 1.084 -6.534
C -0.558 0.273 -5.385
S -1.058 0.982 -3.811
O -0.316 0.027 -2.799
C -0.148 2.535 -3.716
C 1.339 2.454 -4.004
H -0.857 0.601 -7.466
H -0.755 2.100 -6.563
H -2.230 1.116 -6.495
H 0.531 0.221 -5.399
H -0.959 -0.742 -5.360
H -0.370 2.907 -2.711
H -0.681 3.185 -4.414
H 1.816 1.637 -3.459
H 1.804 3.385 -3.686
H 1.541 2.337 -5.066
Cl 1.093 -2.911 -3.274
C 2.589 -2.357 -2.596
Cl 2.384 -0.818 -1.614
H 3.293 -2.069 -3.377
H 2.999 -3.081 -1.896
```

Summary:
Total charge: +3
ΔE to the lowest compared entry with this formula, charge and spin: 0.00 kcal per mole
Expectation value of S²: 6.04
Multiplicity: 5
Frontier orbital gap (spin up / spin down): 7.598 / 5.066 eV
Calculated total energy: -3082.51552 hartree

Atomic partial charges in e from the Mulliken method, atoms 1 to 4:
1 Os 1.99
2 C -1.78
3 C 0.96
4 C -1.52